Below is a 10-piece molecular cluster, C18H30BCl27NO4P overall, with properties calculated with ωB97M-V/def2-TZVPD.

Its SMILES is CCOCC[C@H](OC(=O)B(N)O)P(C)CC.ClC(Cl)Cl.ClC(Cl)Cl.ClC(Cl)Cl.ClC(Cl)Cl.ClC(Cl)Cl.ClC(Cl)Cl.ClC(Cl)Cl.ClC(Cl)Cl.ClC(Cl)Cl. The calculated total energy is -13850.7534 Eh. The LUMO energy comes out at -0.95 eV.

ORCA input file:
```
! wB97M-V def2-TZVPD RIJCOSX def2/J DEFGRID3
* xyz 0 1
C 3.76104 -3.79400 0.95241
C 4.19907 -2.36308 1.68730
O 4.40514 -1.31146 0.67229
C 3.40596 -0.23690 0.77702
C 1.91814 -0.83003 0.29595
C 1.10976 0.17776 -0.71199
O 0.11493 1.04768 -0.07097
C 0.49566 1.43906 1.29350
O 1.52132 2.27023 1.49827
B -0.37804 0.85322 2.59945
N -0.03086 1.22134 4.05908
O -1.48810 -0.08890 2.23597
P 0.15665 -0.98101 -1.95336
C 0.77930 -0.68208 -3.76053
C -1.70273 -0.55997 -2.01510
C -2.62073 -1.92890 -1.73980
H 4.31275 -3.90552 -0.08828
H 4.01419 -4.70307 1.66935
H 2.58992 -3.82425 0.78401
H 3.34356 -2.13245 2.45934
H 5.19705 -2.59394 2.27881
H 3.29908 0.00694 1.94096
H 3.68969 0.75999 0.23173
H 1.28887 -1.23255 1.20584
H 2.18730 -1.79727 -0.35041
H 1.87813 0.77337 -1.40413
H 0.74401 1.94802 3.99839
H 0.48892 0.36217 4.41234
H -0.98603 -0.84058 1.76321
H 0.35362 0.33234 -4.22323
H 0.26401 -1.54141 -4.40917
H 1.94414 -0.77947 -3.87713
H -1.93717 -0.10603 -3.08333
H -2.07101 0.22762 -1.23287
H -2.66661 -2.62718 -2.69203
H -3.71764 -1.54138 -1.49997
H -2.22215 -2.47137 -0.77558
Cl 3.59277 -7.10827 2.70309
C 4.68465 -7.93864 1.58157
Cl 3.81445 -8.43725 0.12085
Cl 6.05639 -6.89790 1.16374
H 5.06978 -8.83423 2.07556
Cl -5.95497 -1.00228 4.78926
C -4.55234 0.03984 4.49576
Cl -5.05555 1.73197 4.34404
Cl -3.36063 -0.14073 5.79446
H -4.08642 -0.26648 3.55580
Cl 8.48411 -5.17584 0.89899
C 9.11146 -5.25065 2.55438
Cl 10.45696 -6.39886 2.65836
Cl 9.62138 -3.64374 3.09957
H 8.31012 -5.59883 3.21093
Cl -2.01892 4.40994 -3.05327
C -2.31433 3.23515 -1.76017
Cl -2.74119 4.06328 -0.25301
Cl -3.59185 2.10091 -2.23012
H -1.39493 2.66837 -1.59319
Cl -4.53162 -0.55694 -5.48498
C -3.76612 0.78168 -6.35769
Cl -4.51948 2.32352 -5.91641
Cl -2.02540 0.82344 -6.02972
H -3.91094 0.62182 -7.42909
Cl -5.86752 6.15086 2.58436
C -4.42625 6.89395 1.87017
Cl -2.98377 5.93302 2.23815
Cl -4.62287 7.07514 0.11862
H -4.29875 7.88761 2.30700
Cl 0.64013 -5.93580 2.57036
C -0.32429 -4.45478 2.69684
Cl -0.00530 -3.63422 4.23452
Cl 0.01303 -3.37449 1.33354
H -1.38182 -4.72878 2.66563
Cl -8.87040 7.02033 -1.25259
C -7.44541 6.91065 -2.29992
Cl -7.50858 5.43853 -3.28401
Cl -7.32088 8.34471 -3.33305
H -6.55565 6.86387 -1.66701
Cl 2.43973 4.39245 -3.45954
C 1.47532 5.87347 -3.33306
Cl 1.79431 6.69404 -1.79537
Cl 1.81263 6.95376 -4.69636
H 0.41778 5.59947 -3.36427
*
```